Entry 1:
Density functional theory data (wB97M-V/def2-TZVPD) for a molecular structure, C4H9N3O in a non-equilibrium geometry.

Computed properties:
**Orbital gap**: 8.419 eV
**Lowest unoccupied orbital energy**: 0.2 eV
**Energy**: -10805.8840 eV

Positions of all 17 atoms, in Å:
C1 0.990 -1.319 0.571
N1 -0.080 -0.324 0.618
C2 -0.851 0.285 -1.262
N2 -1.202 -0.744 1.388
N3 0.158 0.184 -2.179
O1 -1.952 -0.186 -1.342
H1 -2.011 -1.015 0.831
H2 -1.595 0.038 1.911
H3 -0.074 -0.197 -3.085
H4 0.913 0.847 -2.124
H5 1.845 -0.921 0.030
H6 0.598 -2.191 0.046
H7 1.291 -1.602 1.580
C3 0.254 1.061 0.701
C4 0.997 1.826 1.355
H8 1.281 2.856 1.407
H9 -0.560 1.402 -0.447

Entry 2:
Density functional theory data (wB97M-V/def2-TZVPD) for 6 unconnected molecules or ions with the total composition C36H43N8O11P in a non-equilibrium geometry.

Computed properties:
**Orbital gap**: 8.118 eV
**Lowest unoccupied orbital energy**: -0.6 eV
**Energy**: -81749.6371 eV
**Structure (SMILES)**: CN(C)P(=O)(N(C)C)N(C)C.O=[N+]([O-])c1ccccc1.O=[N+]([O-])c1ccccc1.O=[N+]([O-])c1ccccc1.O=[N+]([O-])c1ccccc1.O=[N+]([O-])c1ccccc1

Positions of all 99 atoms, in Å:
C1 -3.052 -6.700 -2.509
N1 -1.698 -6.295 -2.739
C2 -1.141 -6.502 -4.071
P1 -0.957 -5.224 -1.705
O1 0.326 -4.806 -2.300
N2 -2.000 -3.992 -1.398
C3 -3.057 -3.966 -0.383
C4 -1.935 -2.830 -2.268
N3 -0.848 -6.053 -0.281
C5 -0.608 -5.334 0.968
C6 -0.259 -7.373 -0.310
H1 -3.208 -7.784 -2.595
H2 -3.781 -6.240 -3.193
H3 -3.363 -6.433 -1.499
H4 -1.617 -7.398 -4.487
H5 -0.071 -6.670 -4.048
H6 -1.405 -5.694 -4.764
H7 -4.028 -3.867 -0.879
H8 -3.042 -4.861 0.225
H9 -2.929 -3.086 0.257
H10 -0.930 -2.390 -2.239
H11 -2.183 -3.046 -3.310
H12 -2.582 -2.044 -1.882
H13 -1.001 -4.325 0.912
H14 -1.138 -5.792 1.804
H15 0.472 -5.261 1.095
H16 0.835 -7.365 -0.388
H17 -0.649 -7.929 -1.166
H18 -0.562 -7.948 0.567
O2 -3.796 4.010 1.988
N4 -3.799 3.354 0.966
O3 -4.302 3.711 -0.083
C7 -3.075 2.077 0.971
C8 -2.520 1.644 -0.215
C9 -1.738 0.504 -0.164
C10 -1.536 -0.153 1.043
C11 -2.083 0.334 2.233
C12 -2.852 1.475 2.198
H19 -2.604 2.233 -1.115
H20 -1.209 0.117 -1.024
H21 -0.863 -0.997 1.127
H22 -1.753 -0.124 3.155
H23 -3.186 1.941 3.115
O4 2.826 6.081 1.510
N5 1.669 5.712 1.413
O5 1.072 5.558 0.369
C13 0.943 5.440 2.650
C14 -0.337 4.935 2.555
C15 -1.053 4.713 3.709
C16 -0.403 4.872 4.942
C17 0.866 5.406 5.011
C18 1.547 5.730 3.853
H24 -0.846 4.942 1.600
H25 -2.107 4.480 3.695
H26 -0.988 4.639 5.824
H27 1.322 5.517 5.985
H28 2.535 6.163 3.874
O6 0.723 -2.536 1.178
N6 1.744 -1.926 1.469
O7 1.806 -1.083 2.335
C19 2.948 -2.248 0.695
C20 2.988 -3.402 -0.069
C21 4.153 -3.639 -0.784
C22 5.190 -2.716 -0.771
C23 5.132 -1.573 0.024
C24 3.984 -1.344 0.761
H29 2.174 -4.106 -0.022
H30 4.293 -4.558 -1.338
H31 5.980 -2.843 -1.504
H32 5.970 -0.891 0.026
H33 3.875 -0.497 1.426
O8 0.878 10.100 2.616
N7 0.149 9.361 3.250
O9 0.221 9.167 4.447
C25 -0.878 8.618 2.526
C26 -0.711 8.378 1.182
C27 -1.665 7.659 0.500
C28 -2.699 7.026 1.172
C29 -2.797 7.189 2.550
C30 -1.970 8.095 3.197
H34 0.152 8.780 0.667
H35 -1.510 7.451 -0.552
H36 -3.431 6.404 0.673
H37 -3.710 6.955 3.087
H38 -2.167 8.416 4.212
O10 2.064 1.468 -2.670
N8 1.957 0.290 -2.406
O11 1.271 -0.157 -1.499
C31 2.715 -0.664 -3.206
C32 3.625 -0.211 -4.132
C33 4.388 -1.115 -4.847
C34 4.125 -2.475 -4.723
C35 3.138 -2.919 -3.851
C36 2.430 -2.009 -3.087
H39 3.808 0.852 -4.216
H40 5.218 -0.780 -5.452
H41 4.530 -3.240 -5.378
H42 2.902 -3.959 -3.673
H43 1.692 -2.426 -2.417

Entry 3:
Density functional theory data (wB97M-V/def2-TZVPD) for C16H18N2O3S in the gas phase in a non-equilibrium geometry.

Computed properties:
**Orbital gap**: 8.159 eV
**Lowest unoccupied orbital energy**: 0.3 eV
**Energy**: -36843.1217 eV
**Structure (SMILES)**: CC[C@@H]1CCc2c(sc(NC(=O)c3ccco3)c2C(N)=O)C1

Positions of all 40 atoms, in Å:
C1 -5.285 -2.206 0.546
C2 -4.969 -0.942 -0.245
C3 -3.613 -0.325 0.109
C4 -3.413 1.004 -0.625
C5 -2.169 1.730 -0.118
C6 -1.000 0.798 -0.099
C7 -1.154 -0.551 -0.146
S1 0.367 -1.399 -0.103
C8 1.209 0.105 0.007
N1 2.589 0.124 0.009
C9 3.332 -1.020 -0.036
O1 2.824 -2.127 -0.023
C10 4.775 -0.789 -0.085
C11 5.808 -1.691 -0.143
C12 6.994 -0.928 -0.174
C13 6.602 0.376 -0.133
O2 5.268 0.476 -0.079
C14 0.367 1.194 0.008
C15 0.813 2.597 0.068
N2 1.941 2.804 0.834
O3 0.289 3.509 -0.534
C16 -2.455 -1.269 -0.241
H1 -4.601 -3.011 0.292
H2 -6.297 -2.541 0.329
H3 -5.211 -2.015 1.615
H4 -4.993 -1.166 -1.314
H5 -5.747 -0.201 -0.048
H6 -3.589 -0.131 1.187
H7 -3.308 0.808 -1.694
H8 -4.288 1.642 -0.485
H9 -1.936 2.591 -0.746
H10 -2.344 2.104 0.896
H11 3.041 1.028 -0.059
H12 5.709 -2.757 -0.160
H13 7.998 -1.297 -0.221
H14 7.161 1.292 -0.138
H15 2.127 2.189 1.609
H16 2.192 3.772 0.972
H17 -2.444 -2.132 0.428
H18 -2.589 -1.647 -1.260

Entry 4:
Density functional theory data (wB97M-V/def2-TZVPD) for a molecular structure, C27H27ClN7O6S2Ti.

Computed properties:
**⟨S²⟩**: 0.7948
**Orbital gap (alpha / beta)**: 5.005 / 7.147 eV
**Lowest unoccupied orbital energy (alpha / beta)**: -1.0 / -1.0 eV
**2S+1**: 2
**Energy**: -108465.8222 eV

Positions of all 71 atoms, in Å:
Ti1 -0.004 -0.089 0.474
Cl1 6.251 2.628 -1.171
C1 4.660 1.924 -1.158
C2 4.344 0.950 -2.100
C3 3.084 0.375 -2.067
C4 2.153 0.756 -1.110
O1 0.968 0.117 -1.058
C5 2.442 1.813 -0.200
C6 1.448 2.373 0.654
N1 0.187 1.958 0.557
C7 -0.952 2.596 0.932
C8 -1.125 3.803 1.588
C9 -2.416 4.302 1.818
C10 -3.540 3.642 1.392
C11 -3.407 2.409 0.710
C12 -4.482 1.674 0.174
C13 -4.247 0.492 -0.486
C14 -2.942 0.008 -0.566
N2 -1.908 0.678 -0.084
C15 -2.117 1.881 0.520
C16 3.742 2.358 -0.232
H1 5.076 0.648 -2.835
H2 2.808 -0.399 -2.772
H3 1.700 3.242 1.256
H4 -0.265 4.373 1.915
H5 -2.518 5.245 2.341
H6 -4.529 4.047 1.566
H7 -5.491 2.051 0.289
H8 -5.057 -0.091 -0.900
H9 -2.723 -0.960 -1.004
H10 4.008 3.148 0.459
C17 2.953 -2.543 -0.549
C18 2.677 -2.112 0.843
N3 1.804 -1.199 1.228
C19 1.829 -1.172 2.597
C20 2.778 -2.039 3.057
N4 3.290 -2.624 1.928
C21 3.277 -2.445 4.396
O2 2.771 -1.824 5.437
O3 4.141 -3.286 4.472
C22 0.801 -0.353 3.275
O4 0.769 -0.239 4.494
O5 -0.011 0.193 2.441
H11 2.101 -2.294 -1.177
H12 3.113 -3.621 -0.587
H13 3.840 -2.041 -0.938
H14 4.004 -3.337 1.954
H15 2.080 -1.139 5.187
O6 -2.992 -1.307 2.098
S1 -1.970 -2.273 1.715
N5 -0.889 -1.852 0.785
C23 -2.998 -0.909 -3.790
N6 -1.781 -1.698 -3.660
C24 -0.561 -1.008 -4.047
C25 -1.701 -2.818 -2.886
S2 -0.264 -3.297 -2.191
N7 -2.877 -3.508 -2.697
C26 -3.746 -3.804 -3.831
C27 -2.942 -4.520 -1.657
H16 -2.783 0.127 -3.519
H17 -3.767 -1.288 -3.123
H18 -3.385 -0.921 -4.812
H19 -0.798 -0.332 -4.868
H20 0.183 -1.729 -4.374
H21 -0.140 -0.439 -3.214
H22 -3.424 -3.264 -4.715
H23 -4.785 -3.545 -3.616
H24 -3.700 -4.874 -4.053
H25 -2.326 -4.222 -0.814
H26 -2.586 -5.491 -2.015
H27 -3.981 -4.622 -1.337

Please write out number 1 again, unchanged.
Density functional theory data (wB97M-V/def2-TZVPD) for a molecular structure, C4H9N3O in a non-equilibrium geometry.

Computed properties:
**Orbital gap**: 8.419 eV
**Lowest unoccupied orbital energy**: 0.2 eV
**Energy**: -10805.8840 eV

Positions of all 17 atoms, in Å:
C1 0.990 -1.319 0.571
N1 -0.080 -0.324 0.618
C2 -0.851 0.285 -1.262
N2 -1.202 -0.744 1.388
N3 0.158 0.184 -2.179
O1 -1.952 -0.186 -1.342
H1 -2.011 -1.015 0.831
H2 -1.595 0.038 1.911
H3 -0.074 -0.197 -3.085
H4 0.913 0.847 -2.124
H5 1.845 -0.921 0.030
H6 0.598 -2.191 0.046
H7 1.291 -1.602 1.580
C3 0.254 1.061 0.701
C4 0.997 1.826 1.355
H8 1.281 2.856 1.407
H9 -0.560 1.402 -0.447

Look up the energy of the third one. -36843.1217 eV

Among the records above, which one has the highest energy? C4H9N3O

The lowest energy belongs to which entry? C27H27ClN7O6S2Ti